Computed, not measured: 6 unconnected molecules or ions with the total composition C13H28Br10FNOPS, with the ωB97M-V functional and the def2-TZVPD basis.

As for the net charge: +1. Its molar mass is 1095.5 g mol⁻¹. Its spin multiplicity is 1. The LUMO energy is -0.172 hartree. Its frontier orbital gap is 6.8765 eV.

Geometry (Å):
C: 2.0847 2.7458 0.0818
C: 2.7464 1.8622 -0.7188
C: 2.8756 2.2412 -2.1636
S: 3.6997 3.8612 -2.2191
F: 5.2154 3.5828 -2.6050
P: 2.7588 5.0657 -3.9116
N: 3.6447 4.4431 -5.2072
O: 1.2613 4.5017 -4.0919
H: 2.5792 3.1942 0.9333
H: 1.0514 2.9974 -0.2033
H: 3.1665 0.9247 -0.3677
H: 3.4344 1.5122 -2.7461
H: 1.8665 2.4292 -2.5490
H: 3.7014 5.1417 -5.9437
H: 4.6053 4.3230 -4.8878
H: 0.8204 4.3545 -3.2449
Br: 2.2252 -4.3085 0.4254
C: 1.9331 -2.9313 -0.9130
C: 3.2218 -2.5060 -1.5623
Br: 4.2688 -1.3484 -0.3897
H: 1.4191 -2.1143 -0.4165
H: 1.2733 -3.3806 -1.6517
H: 3.0263 -1.9114 -2.4503
H: 3.8574 -3.3407 -1.8245
Br: 5.0689 -4.0777 -4.2798
C: 4.3776 -3.6624 -6.0502
C: 4.1810 -2.1825 -6.2405
Br: 2.5908 -1.5286 -5.3201
H: 3.4624 -4.2316 -6.1714
H: 5.1282 -4.0313 -6.7448
H: 4.0147 -1.9540 -7.2904
H: 5.0172 -1.6000 -5.8700
Br: -0.9626 3.5953 0.1849
C: -2.8029 3.0370 0.5402
C: -2.8584 1.6035 0.9863
Br: -2.6066 0.3841 -0.5063
H: -3.3655 3.2219 -0.3685
H: -3.1565 3.7000 1.3262
H: -3.8445 1.3679 1.3874
H: -2.1006 1.3588 1.7227
Br: -6.1671 0.3297 1.6525
C: -6.2314 -0.6778 3.3192
C: -5.1687 -0.2287 4.2828
Br: -3.4093 -0.8953 3.7740
H: -6.1446 -1.7254 3.0527
H: -7.2195 -0.4894 3.7313
H: -5.3568 -0.6385 5.2726
H: -5.0873 0.8509 4.3495
Br: -4.3481 -0.6446 7.9926
C: -3.9610 -2.5150 8.3573
C: -4.3066 -3.3830 7.1769
Br: -6.2266 -3.6471 7.0095
H: -4.5071 -2.7781 9.2565
H: -2.8930 -2.5584 8.5561
H: -3.8865 -4.3780 7.3019
H: -3.9662 -2.9611 6.2364